Density functional theory data (ωB97M-V with the def2-TZVPD basis set) for a structure of composition C16H24AgF6O8P at a distorted geometry.

Each line ends with the Mulliken charge.
Cartesian coordinates (Å):
Ag1 1.0951 1.7235 -1.3715  0.9853
P1 0.2140 5.7789 -2.1106  1.1256
F1 0.9904 5.2131 -0.8427  -0.3500
F2 1.1936 7.0044 -2.1970  -0.3310
F3 -0.7769 4.5250 -2.0952  -0.3617
F4 1.1756 4.9412 -3.0095  -0.3418
F5 -0.5203 6.2216 -3.5034  -0.3737
F6 -0.8751 6.4970 -1.1611  -0.3509
O1 -4.1188 -2.0079 -3.4615  -0.3196
O2 4.0808 -1.9755 -2.3649  -0.5841
O3 -2.8027 1.2128 1.3450  -0.6257
O4 5.8435 -3.1352 -1.6447  -0.3365
O5 1.4051 0.0462 5.2509  -0.3301
O6 -2.0819 -1.1380 -4.0528  -0.6200
O7 -3.3501 2.4493 3.0782  -0.3156
O8 2.3322 0.5774 3.2474  -0.6409
C1 -2.8717 -3.1468 -5.0197  -0.3001
C2 1.3654 0.4020 6.5977  -0.3819
C3 5.3270 -3.2512 -3.9712  -0.1855
C4 -4.5276 2.8161 3.8052  -0.4446
C5 2.8589 1.8509 5.3786  -0.2596
C6 -4.8867 -3.1344 -3.7577  -0.3774
C7 -5.0982 1.0170 2.4226  -0.4365
C8 -4.0710 -3.9856 -4.7447  -0.4317
C9 5.0035 -2.7122 -2.6123  0.4426
C10 7.0339 -3.6506 -2.1692  -0.3595
C11 6.8024 -3.6338 -3.6824  -0.6626
C12 -5.5280 1.6990 3.6493  -0.3808
C13 -2.9527 -2.0048 -4.1053  0.4725
C14 -3.6442 1.5646 2.1473  0.5437
C15 2.2039 0.8481 4.4637  0.4976
C16 2.1628 1.7984 6.6406  -0.5246
H1 1.8556 -0.3583 7.2057  0.2712
H2 7.1349 -4.5482 -4.1738  0.3463
H3 3.8630 1.4666 5.5583  0.2450
H4 0.3234 0.5684 6.8709  0.2660
H5 4.6323 -4.0582 -4.2041  0.2747
H6 -4.6491 -4.0389 -5.6672  0.2384
H7 7.4908 -3.0295 -4.2731  0.3293
H8 5.4551 -2.4980 -4.7487  0.2080
H9 -3.6044 -4.9122 -4.4105  0.3080
H10 2.9372 1.7191 7.4035  0.2671
H11 7.9590 -3.2126 -1.7944  0.2927
H12 7.0518 -4.7147 -1.9340  0.2334
H13 -4.9475 -0.0625 2.4130  0.2567
H14 2.7315 2.8725 5.0208  0.2713
H15 -6.5926 1.9318 3.6260  0.3350
H16 -4.2692 2.9776 4.8517  0.3126
H17 -1.9340 -3.7017 -4.9896  0.3056
H18 -2.9554 -2.6987 -6.0098  0.1808
H19 -5.2871 0.9966 4.4473  0.2080
H20 -5.8512 -2.7851 -4.1261  0.3079
H21 1.4715 2.6401 6.6835  0.3185
H22 -5.0285 -3.7537 -2.8720  0.2356
H23 -4.8712 3.7126 3.2893  0.2664
H24 -5.8979 1.0766 1.6843  0.2808

## Properties
F_max ... 4.42 eV/Å
Total charge ... 0
Highest occupied orbital energy ... -0.3753 hartree
Kohn-Sham gap ... 7.4 eV

Density functional theory data (ωB97M-V with the def2-TZVPD basis set) for a cluster of 7 separate species, C10H24Cl6N4O8 in total at a distorted geometry.

Each line ends with the Mulliken charge.
Cartesian coordinates (Å):
Cl1 11.0556 6.0633 11.2187  -0.1381
Cl2 13.3371 5.1074 15.1224  -0.2007
Cl3 16.5791 5.0812 16.0291  -0.1801
Cl4 12.6943 8.7241 12.8182  -0.1989
Cl5 14.8191 9.0900 8.6517  -0.2215
Cl6 12.9505 5.2823 8.3726  -0.1933
O1 7.2933 9.5491 14.0021  -0.5350
O2 7.8295 7.9193 7.7864  -0.5182
O3 16.8698 5.1851 10.5432  -0.5547
O4 17.1581 5.2238 12.6336  -0.5367
O5 9.5722 6.7632 7.5143  -0.5034
O6 5.2768 6.0009 11.8990  -0.5584
O7 7.1038 4.8697 12.3401  -0.5398
O8 7.2225 9.8284 11.9097  -0.5139
N1 6.6677 9.6182 12.9787  0.8936
N2 16.4669 4.9690 11.6666  0.9193
N3 6.3917 5.5696 11.6434  0.9292
N4 8.6800 7.4058 7.0861  0.8735
C1 10.4163 7.2497 12.2888  -0.3871
C2 14.2475 6.5187 8.5613  -0.2922
C3 15.1723 4.3615 11.8366  -0.6243
C4 14.2197 6.4585 15.8841  -0.2750
C5 13.5515 7.8577 8.7266  0.0572
C6 11.3835 7.6967 13.3396  -0.1637
C7 15.6694 6.5309 15.5363  -0.4164
C8 8.4796 7.6784 5.7002  -0.7497
C9 5.2008 9.4108 12.9210  -0.6402
C10 6.9491 5.9128 10.3240  -0.6513
H1 14.4323 5.1627 11.8194  0.2032
H2 7.0325 4.9744 9.7874  0.3102
H3 15.2247 3.8058 12.8197  0.2612
H4 9.1319 7.1189 5.0490  0.3106
H5 8.0181 6.2247 10.3427  0.1250
H6 14.8761 6.5013 7.7236  0.4741
H7 12.8696 8.0569 7.8817  0.2382
H8 14.9731 3.7716 10.9694  0.3432
H9 7.3875 7.4893 5.5269  0.2916
H10 9.6214 6.6757 12.8739  0.2552
H11 13.7367 7.3712 15.5247  0.1676
H12 14.7854 6.1803 9.4412  -0.0306
H13 10.7865 8.3719 13.9667  0.3537
H14 14.1404 6.3772 16.9399  0.3835
H15 16.1267 7.3989 15.9421  0.3993
H16 9.9972 8.1288 11.7246  0.2993
H17 5.1041 8.6079 12.1839  0.2105
H18 8.6570 8.7452 5.5622  0.2982
H19 13.1026 7.8998 9.6830  -0.0333
H20 6.3365 6.6873 9.9379  0.3756
H21 15.8824 6.4679 14.4486  0.1176
H22 4.7073 10.3340 12.6806  0.2814
H23 4.9259 9.0029 13.8580  0.3064
H24 11.8161 6.8885 13.8957  -0.0222

## Properties
F_max ... 2.61 eV/Å
Total charge ... 0
SMILES string ... C[N+](=O)[O-].C[N+](=O)[O-].C[N+](=O)[O-].C[N+](=O)[O-].ClCCCl.ClCCCl.ClCCCl
Relative energy (zero: lowest compared OMol25 entry of this formula, charge and spin) ... 27.7 kJ/mol
Highest occupied orbital energy ... -0.3864 hartree
Kohn-Sham gap ... 10.5 eV

Density functional theory data (ωB97M-V with the def2-TZVPD basis set) for the molecule C3H2N2O3 at a distorted geometry.

Each line ends with the Mulliken charge.
Cartesian coordinates (Å):
O1 -2.9230 0.0204 -0.1194  -0.3292
O2 0.2991 -0.9603 -0.0404  -0.3256
O3 2.7044 -0.5538 0.0399  -0.5506
N1 1.2132 0.9941 -0.0951  -0.1493
N2 -1.9868 -0.6956 0.1039  0.0591
C1 -0.1741 1.3342 0.1495  -0.2014
C2 1.5239 -0.3699 -0.0652  0.5235
C3 -0.7177 0.0272 0.0917  0.3482
H1 1.9296 1.8233 -0.1073  0.2726
H2 -0.9511 2.0875 -0.0509  0.3526

## Properties
F_max ... 6.22 eV/Å
Total charge ... 0
SMILES string ... O=Nc1c[nH]c(=O)o1
Relative energy (zero: lowest compared OMol25 entry of this formula, charge and spin) ... 513.1 kJ/mol
Highest occupied orbital energy ... -0.3462 hartree
Kohn-Sham gap ... 8.2 eV

Density functional theory data (ωB97M-V with the def2-TZVPD basis set) for a structure of composition C9H11O6V at a distorted geometry.

Each line ends with the Mulliken spin population.
Cartesian coordinates (Å):
V1 -0.0701 -0.1879 -0.1687  1.0161
O1 -1.0808 -2.5132 -1.8258  0.0703
O2 0.8583 1.6452 1.1269  0.0267
O3 1.8817 1.9013 -5.0546  0.0000
O4 -1.2478 1.9469 -2.1125  0.0365
O5 -2.3306 0.0570 2.1083  -0.0033
O6 1.9037 -1.9697 1.4827  0.0421
C1 1.2174 1.7255 -4.1419  -0.0010
C2 -0.7327 -1.6283 -1.1560  -0.0586
C3 1.1337 1.4170 2.5388  -0.0002
C4 0.5162 3.0126 0.7749  0.0024
C5 -0.7111 1.2842 -1.3389  -0.0567
C6 -0.9016 3.3709 1.1421  0.0064
C7 2.6206 1.3227 2.7433  0.0084
C8 -1.5176 -0.0185 1.2879  0.0099
C9 1.2668 -1.1580 0.8948  -0.0407
H1 -1.0470 3.2604 2.2154  -0.0001
H2 3.0603 0.5097 2.1755  -0.0004
H3 1.2422 3.6998 1.2427  0.0011
H4 0.6623 3.0494 -0.3052  -0.0010
H5 0.6552 2.2071 3.1528  0.0008
H6 3.1017 2.2467 2.4420  0.0000
H7 -1.1028 4.4040 0.8570  -0.0011
H8 1.1920 -0.0551 -1.0851  -0.0615
H9 -1.6342 2.7406 0.6393  0.0005
H10 0.6474 0.4715 2.8109  0.0037
H11 2.8286 1.1446 3.7915  -0.0002

## Properties
F_max ... 11.21 eV/Å
Total charge ... +3
Highest occupied orbital energy (alpha / beta) ... -0.8038 / -0.8041 hartree
Kohn-Sham gap (alpha / beta) ... 4.0 / 4.2 eV
2S+1 ... 2

Density functional theory data (ωB97M-V with the def2-TZVPD basis set) for a structure of composition C44H51N4O5Sn at a distorted geometry.

Each line ends with the Mulliken charge.
Cartesian coordinates (Å):
Sn1 0.6301 0.2438 -0.6971  1.8381
O1 1.8265 -1.3163 -2.1885  -0.4666
O2 -1.7835 0.0018 -0.5341  0.0445
O3 3.1654 4.5114 -1.3005  -0.4497
O4 3.3203 -2.1903 -3.5133  -0.4342
O5 1.5213 3.0587 -0.8655  -0.3775
N1 2.9038 1.1035 -2.1668  0.5283
N2 -0.6469 0.8260 2.4523  1.1203
N3 0.7616 -1.8377 1.1571  1.5828
N4 -0.6232 0.8025 -2.7114  0.9341
C1 2.6136 3.3201 -1.3493  -0.0788
C2 0.5060 3.5150 4.6660  -0.6517
C3 2.7303 1.5827 4.7916  -1.5656
C4 -1.8511 0.2471 4.3931  -0.7352
C5 -1.9412 2.9677 1.1391  2.3663
C6 -1.3829 -2.4299 3.9999  -0.9844
C7 -1.6772 3.9163 -0.0391  -1.3402
C8 1.1162 -3.7277 -0.4560  0.2948
C9 4.8747 0.3321 -3.2602  -1.0553
C10 2.8565 -1.1883 -2.8045  0.1537
C11 3.8663 -3.4639 0.0498  -0.4138
C12 1.5955 -2.7726 0.4563  -0.2452
C13 3.8105 -0.3532 1.2970  -0.8373
C14 3.4680 -1.7400 1.8552  1.1972
C15 -0.7922 -1.5641 3.1024  0.6628
C16 4.7269 2.6034 -2.5398  -0.7164
C17 2.9717 -2.6587 0.7384  0.4469
C18 3.4237 -4.3747 -0.8937  -1.7093
C19 -1.9523 0.7830 -2.7807  0.7577
C20 0.1090 -2.2549 2.1552  -1.0960
C21 0.0777 1.2477 -3.7722  -0.4896
C22 -0.3254 -3.9458 -0.9286  0.4357
C23 3.5978 0.1297 -2.7579  1.0404
C24 -1.0200 -0.1564 3.2964  0.3874
C25 5.4444 1.5888 -3.1486  -1.0328
C26 1.2537 1.1512 4.8223  1.5429
C27 -2.2182 -2.0089 5.0422  -0.9215
C28 -3.3862 3.1312 1.6453  -1.5864
C29 0.8464 0.8613 6.2782  -1.4148
C30 2.0694 -4.5050 -1.1198  -0.9076
C31 -0.6763 -2.9084 -2.0011  -1.5492
C32 -2.7084 0.2496 -1.5990  -1.2250
C33 -0.8180 4.4176 2.8397  -0.6018
C34 -2.4571 -0.6593 5.2317  -0.6896
C35 -0.9825 3.1745 2.2873  0.7375
C36 -2.6377 1.2169 -3.9050  -1.0819
C37 -1.9174 1.6957 -4.9848  -0.4814
C38 4.6767 -2.3086 2.6064  -1.8354
C39 -0.4163 2.0356 2.9778  -0.3558
C40 -0.0970 4.5936 4.0245  -1.5876
C41 -0.5262 1.7083 -4.9185  -1.2068
C42 -1.4423 -4.0504 0.1167  -1.6136
C43 3.4602 2.3057 -2.0601  0.1125
C44 0.3825 2.2269 4.1899  0.9808
H1 -2.4302 2.0544 -5.8689  0.4691
H2 -0.6615 3.8101 -0.4237  0.0514
H3 -3.6238 2.4267 2.4478  0.3230
H4 2.9282 0.1349 0.8711  -0.3935
H5 1.7233 -5.2388 -1.8412  0.4156
H6 -2.3776 3.6903 -0.8465  0.4055
H7 1.1580 1.2169 -3.6811  0.2562
H8 0.2336 -3.3078 2.4192  0.5231
H9 1.0987 3.6940 5.5548  0.4611
H10 -2.3284 -4.4832 -0.3528  0.5284
H11 1.5390 0.1406 6.7164  0.4596
H12 0.0569 -2.9192 -2.8100  0.1830
H13 -1.1580 -4.7154 0.9355  0.3739
H14 4.2103 0.2890 2.0863  0.5397
H15 1.1735 0.2292 4.2483  -0.6768
H16 -3.1155 -0.3145 6.0204  0.5054
H17 -0.1605 0.4538 6.3446  0.2602
H18 -3.5472 4.1433 2.0216  0.4015
H19 -1.8267 1.9413 0.7932  -1.0614
H20 -3.4626 0.9743 -1.2885  0.5862
H21 -4.0887 2.9621 0.8264  0.4660
H22 3.0207 1.9433 3.8026  0.2983
H23 0.8844 1.7693 6.8839  0.3622
H24 -1.2883 5.2745 2.3704  0.4737
H25 -1.1918 -3.4918 3.8921  0.5515
H26 4.5706 -0.4398 0.5146  0.2838
H27 -2.2511 -0.4357 0.1887  0.0511
H28 2.9307 2.3738 5.5163  0.4669
H29 -1.6623 -3.1145 -2.4283  0.7517
H30 -3.2204 -0.6693 -1.8888  0.5330
H31 5.5922 -2.2245 2.0172  0.4200
H32 2.5867 5.1481 -0.8590  0.3910
H33 4.8354 -1.7547 3.5347  0.4325
H34 3.3623 0.7324 5.0533  0.4217
H35 -1.8331 4.9606 0.2364  0.4770
H36 -0.6907 -1.9041 -1.5668  0.4417
H37 -0.3058 -4.9148 -1.4248  0.6876
H38 -1.7339 -3.0785 0.5210  0.1124
H39 2.6637 -1.6166 2.5816  -0.2637
H40 -0.0056 5.5853 4.4552  0.4466
H41 4.1196 -1.9953 -4.0139  0.3032
H42 0.0716 2.0673 -5.7460  0.5215
H43 4.1267 -4.9979 -1.4327  0.4774
H44 5.1336 3.6007 -2.4411  0.6039
H45 6.4377 1.7745 -3.5370  0.4874
H46 -2.6797 -2.7411 5.6946  0.4734
H47 5.4424 -0.4650 -3.7262  0.4597
H48 4.5242 -3.3580 2.8618  0.4021
H49 -3.7209 1.1765 -3.9265  0.5471
H50 -2.0868 1.3007 4.4759  0.4766
H51 4.9250 -3.4088 0.2781  0.4050

## Properties
F_max ... 1.13 eV/Å
Total charge ... +3
Highest occupied orbital energy (alpha / beta) ... -0.5667 / -0.5667 hartree
Kohn-Sham gap (alpha / beta) ... 5.0 / 5.0 eV

Density functional theory data (ωB97M-V with the def2-TZVPD basis set) for the molecule C2H4NP at a distorted geometry.

Each line ends with the Mulliken charge.
Cartesian coordinates (Å):
P1 0.4342 1.0114 1.4321  -0.0557
N1 0.4522 0.4731 -1.6834  -0.3792
C1 -0.0880 0.0686 -0.2327  -0.2165
C2 0.5238 -0.7341 -1.4112  0.0676
H1 0.4825 -1.7836 -1.8426  0.2473
H2 0.3656 -0.2381 2.2287  0.0532
H3 -0.9868 1.1939 1.6340  0.0451
H4 -1.1835 0.0088 -0.1249  0.2382

## Properties
F_max ... 2.96 eV/Å
Total charge ... 0
SMILES string ... P[C@@H]1C=N1
Relative energy (zero: lowest compared OMol25 entry of this formula, charge and spin) ... 257.3 kJ/mol
Highest occupied orbital energy ... -0.3503 hartree
Kohn-Sham gap ... 10.5 eV

Density functional theory data (ωB97M-V with the def2-TZVPD basis set) for a cluster of 3 separate species, C14H38NO9P2 in total at a distorted geometry.

Each line ends with the Mulliken charge.
Cartesian coordinates (Å):
P1 -4.0663 1.7466 -4.9705  -0.1260
P2 -2.4062 0.3440 -5.1477  0.2457
O1 -4.3803 1.9543 -6.7030  -0.4935
O2 1.8899 1.1614 0.8928  -0.3284
O3 -5.1117 0.3454 -4.6545  -0.5057
O4 2.4369 -2.7257 6.5623  -0.2338
O5 0.9362 -0.0760 5.9895  -0.4788
O6 3.1656 1.5132 -1.9208  -0.2044
O7 1.5102 -1.8048 3.4697  -0.2848
O8 -2.0416 -0.0430 -6.8296  -0.5786
O9 -0.0521 0.6679 -1.4707  -0.2648
N1 -2.8708 -1.2712 -4.4516  -0.7550
C1 3.5358 -3.0238 7.4078  -0.7840
C2 -0.2844 1.3970 -0.2642  -0.5808
C3 1.6317 -0.3918 3.6383  -0.0439
C4 -1.0351 -0.3302 -1.6914  -0.7108
C5 2.0408 -0.0599 5.0753  -0.5452
C6 0.7089 -2.1461 2.3503  -0.4971
C7 1.3451 -2.1473 7.2797  -0.5784
C8 4.0429 2.4945 -2.4490  -0.8057
C9 2.5837 0.2260 0.0562  -0.1875
C10 -5.6162 -0.0347 -5.9857  -0.2533
C11 3.7031 0.8732 -0.7626  -0.9597
C12 -5.7929 1.4489 -6.7382  -0.4862
C13 1.0087 2.0660 0.2110  -0.4610
C14 0.4293 -1.3762 6.3246  -0.3458
H1 -6.5437 1.9693 -5.9699  0.2540
H2 -1.0259 -1.0612 -0.8775  0.2806
H3 4.4024 0.1045 -1.1039  0.4251
H4 4.2092 3.2886 -1.7147  0.3334
H5 4.9942 2.0414 -2.7408  0.3099
H6 -3.5489 -1.7111 -5.1187  0.3150
H7 -6.4899 -0.8064 -6.0863  0.2847
H8 -1.1262 0.3508 -6.9738  0.3038
H9 4.3327 -3.4565 6.7963  0.2313
H10 3.0413 -0.4923 0.7456  0.4495
H11 -3.2982 -1.1486 -3.5039  0.2722
H12 -1.0366 2.1615 -0.4783  0.4560
H13 -2.0252 0.1227 -1.7816  0.2614
H14 0.7861 -2.9629 7.7469  0.4224
H15 0.7409 2.8236 0.9558  0.3909
H16 -0.3096 -1.7691 2.4845  0.3439
H17 3.2432 -3.7457 8.1736  0.3189
H18 1.1442 -1.7458 1.4307  -0.0108
H19 0.6655 -3.2363 2.2784  0.3369
H20 3.9169 -2.1105 7.8741  0.3250
H21 0.6809 0.1023 3.4060  0.2705
H22 -0.5179 -1.1913 6.8434  0.3953
H23 1.7150 -1.4664 8.0552  0.3497
H24 0.1922 -1.9522 5.4294  0.1261
H25 -0.7947 -0.8495 -2.6235  0.2957
H26 -5.0526 2.7451 -4.5706  0.0995
H27 -4.7436 -0.4950 -6.6550  0.1571
H28 2.4014 -0.0406 2.9451  0.1208
H29 -6.3181 1.4463 -7.8070  0.2847
H30 1.5227 2.5860 -0.5981  0.2125
H31 -3.7447 1.7320 -3.5482  -0.0461
H32 2.4126 0.9706 5.0913  0.3932
H33 -0.6559 0.7285 0.5212  0.2744
H34 1.8886 -0.3366 -0.5703  0.1747
H35 2.8560 -0.6952 5.4278  0.1858
H36 -3.0365 2.7566 -5.2290  0.0566
H37 3.5730 2.9358 -3.3323  0.2412
H38 4.2378 1.6000 -0.1398  0.3515

## Properties
F_max ... 4.66 eV/Å
Total charge ... -1
Highest occupied orbital energy ... -0.1174 hartree
Kohn-Sham gap ... 5.4 eV

Density functional theory data (ωB97M-V with the def2-TZVPD basis set) for a cluster of 2 separate species, C3H12NO in total at a distorted geometry.

Each line ends with the Mulliken charge.
Cartesian coordinates (Å):
O1 -1.7828 0.4193 -2.5761  -0.6580
N1 -0.3159 -1.0689 -0.7354  -0.3435
C1 0.6773 0.0315 -0.2136  -0.4068
C2 1.0169 -0.3283 1.1867  -0.5341
C3 0.5366 0.7045 2.2101  -1.1593
H1 -0.5559 0.7010 2.1257  0.3119
H2 -1.0676 -0.4751 -1.2162  0.3335
H3 0.6293 -1.3035 1.5186  0.3005
H4 1.4237 0.1846 -1.0170  0.4404
H5 -2.5060 0.4598 -3.2099  0.3151
H6 0.8891 1.6363 1.7566  0.3367
H7 2.0695 -0.4563 1.3259  0.3328
H8 1.0283 0.4956 3.2157  0.3488
H9 0.0156 0.8709 -0.1614  0.3476
H10 -1.4257 1.3107 -2.6336  0.3123
H11 -0.7636 -1.5638 -0.0256  0.3682
H12 0.1311 -1.6184 -1.5503  0.3539

## Properties
F_max ... 5.38 eV/Å
Total charge ... +1
Relative energy (zero: lowest compared OMol25 entry of this formula, charge and spin) ... 109.2 kJ/mol
Highest occupied orbital energy ... -0.5828 hartree
Kohn-Sham gap ... 12.5 eV